No. 1
ORCA calculation (ωB97M-V with the def2-TZVPD basis set) on a cluster of 6 separate species, C26H64N4O6 in total at a distorted geometry.

Each line ends with the Löwdin charge.
Geometry (Å):
O: 1.709 1.352 2.791  0.22
H: 1.143 1.652 3.528  0.17
H: 2.347 0.681 3.110  0.17
H: 1.102 0.899 2.074  0.03
O: 0.240 0.305 1.131  -0.33
H: -0.193 0.200 0.296  -0.05
C: 3.337 0.330 -0.614  -0.06
C: 3.302 -1.178 -0.353  -0.42
C: 4.673 -1.847 -0.275  -0.22
O: 5.284 -1.695 0.993  -0.19
C: 6.545 -2.314 1.045  -0.13
N: 2.509 -1.411 0.864  0.06
H: 2.364 0.810 -0.647  0.05
H: 3.927 0.582 -1.499  0.08
H: 3.986 0.732 0.174  0.08
H: 2.848 -1.713 -1.199  0.12
H: 5.341 -1.490 -1.067  0.12
H: 4.497 -2.915 -0.455  0.12
H: 6.935 -2.312 2.062  0.08
H: 7.226 -1.766 0.385  0.09
H: 6.577 -3.367 0.742  0.08
H: 1.746 -0.722 0.835  0.01
H: 1.998 -2.286 0.828  0.04
C: -3.363 1.435 1.111  -0.06
C: -2.986 1.494 2.576  -0.44
C: -4.236 1.401 3.435  -0.22
O: -4.131 2.045 4.695  -0.18
C: -5.361 2.427 5.252  -0.13
N: -2.023 0.461 2.933  0.05
H: -2.513 1.454 0.428  0.05
H: -4.083 2.222 0.877  0.08
H: -3.802 0.471 0.824  0.08
H: -2.610 2.487 2.851  0.14
H: -4.597 0.370 3.552  0.13
H: -5.074 1.859 2.892  0.11
H: -5.635 3.410 4.852  0.09
H: -5.285 2.423 6.338  0.08
H: -6.196 1.759 5.011  0.08
H: -1.224 0.527 2.290  0.01
H: -2.443 -0.445 2.745  0.06
C: -0.888 -1.678 -1.702  -0.03
C: -1.381 -2.993 -1.102  -0.50
C: -0.786 -4.134 -1.919  -0.14
C: -0.944 -5.489 -1.213  -0.18
C: -0.251 -5.424 0.155  -0.14
C: -0.846 -4.308 1.020  -0.49
N: -1.025 -3.054 0.304  -0.10
O: -1.561 -2.015 1.070  -0.02
C: -2.169 -4.813 1.658  -0.03
C: 0.092 -4.117 2.245  -0.03
C: -2.922 -3.085 -1.388  -0.02
H: -1.199 -1.600 -2.749  0.09
H: 0.200 -1.708 -1.831  0.08
H: -1.245 -0.781 -1.205  0.07
H: -1.209 -4.241 -2.917  0.12
H: 0.297 -4.017 -2.033  0.12
H: -0.480 -6.340 -1.722  0.11
H: -1.979 -5.830 -1.129  0.10
H: 0.818 -5.252 0.001  0.12
H: -0.318 -6.419 0.597  0.12
H: -2.964 -4.881 0.914  0.07
H: -1.965 -5.801 2.075  0.08
H: -2.537 -4.188 2.471  0.08
H: -0.349 -3.504 3.032  0.08
H: 0.504 -5.024 2.686  0.09
H: 0.977 -3.542 1.953  0.06
H: -3.470 -2.286 -0.881  0.08
H: -3.361 -4.029 -1.067  0.06
H: -3.134 -2.948 -2.449  0.08
H: -0.810 -1.393 1.159  0.06
C: 0.478 3.797 0.558  -0.04
C: 0.462 4.053 -0.958  -0.51
C: 1.826 4.713 -1.222  -0.13
C: 2.227 4.818 -2.703  -0.17
C: 2.098 3.471 -3.419  -0.14
C: 0.785 2.729 -3.129  -0.51
N: 0.447 2.805 -1.703  -0.09
O: -0.652 1.990 -1.364  -0.03
C: -0.317 3.376 -4.018  -0.03
C: 0.971 1.294 -3.561  -0.04
C: -0.733 4.960 -1.223  -0.03
H: 1.285 3.120 0.840  0.07
H: -0.439 3.290 0.874  0.07
H: 0.526 4.748 1.086  0.09
H: 1.899 5.721 -0.811  0.12
H: 2.640 4.129 -0.782  0.12
H: 3.257 5.163 -2.811  0.11
H: 1.584 5.579 -3.155  0.10
H: 2.943 2.821 -3.170  0.11
H: 2.198 3.610 -4.498  0.12
H: -0.235 2.979 -5.032  0.08
H: -1.320 3.150 -3.649  0.08
H: -0.323 4.465 -4.084  0.06
H: -0.023 0.839 -3.618  0.08
H: 1.374 1.214 -4.571  0.09
H: 1.557 0.703 -2.860  0.07
H: -0.768 5.381 -2.227  0.07
H: -0.758 5.818 -0.546  0.08
H: -1.666 4.435 -1.009  0.09
H: -0.301 1.392 -0.679  0.05

## Properties
Strongest force on any atom: 2.76 eV Å⁻¹
Total energy: -1699.2983 Eh
Kohn-Sham gap: 7.6 eV


No. 2
ORCA calculation (ωB97M-V with the def2-TZVPD basis set) on a cluster of 8 separate species, C26H66FNO25S8 in total.

Each line ends with the Löwdin charge.
Geometry (Å):
N: 0.426 -2.543 -0.879  0.00
C: -0.230 -1.370 -0.283  -0.28
C: -1.700 -1.291 -0.720  -0.18
C: -2.605 -0.701 0.377  -0.11
C: -4.105 -1.020 0.365  -0.21
O: -4.897 -0.094 -0.428  -0.15
S: -4.954 -0.501 -1.942  0.60
O: -3.909 0.133 -2.661  -0.22
O: -6.285 -0.468 -2.421  -0.20
O: -4.550 -2.033 -1.676  -0.10
C: -4.461 -2.345 -0.327  -0.33
F: -5.695 -2.751 0.089  0.05
H: 1.422 -2.355 -0.976  0.05
H: 0.073 -2.704 -1.821  0.06
H: -0.160 -1.458 0.811  0.11
H: 0.288 -0.440 -0.558  0.09
H: -2.021 -2.294 -1.028  0.10
H: -1.774 -0.655 -1.610  0.10
H: -2.235 -1.002 1.366  0.13
H: -2.520 0.395 0.360  0.13
H: -4.532 -0.974 1.367  0.17
H: -3.767 -3.170 -0.184  0.17
C: 6.025 1.230 -1.864  -0.08
C: 4.739 1.913 -1.475  -0.20
O: 3.706 1.801 -2.511  -0.26
S: 2.994 0.404 -2.656  0.56
C: 1.606 0.926 -3.599  -0.11
O: 2.563 -0.041 -1.361  -0.29
O: 3.802 -0.486 -3.436  -0.27
H: 5.914 0.150 -1.918  0.03
H: 6.789 1.465 -1.122  0.09
H: 6.372 1.577 -2.835  0.09
H: 4.322 1.517 -0.549  0.11
H: 4.859 2.988 -1.366  0.12
H: 1.012 1.609 -2.998  0.07
H: 1.040 0.027 -3.836  0.08
H: 1.964 1.403 -4.508  0.08
C: -3.549 4.744 -1.370  -0.07
C: -2.231 4.164 -1.830  -0.24
O: -1.098 4.837 -1.210  -0.27
S: -0.828 4.519 0.320  0.56
C: 0.782 5.213 0.431  -0.12
O: -0.769 3.097 0.485  -0.29
O: -1.729 5.268 1.142  -0.27
H: -3.713 4.533 -0.315  0.07
H: -4.374 4.308 -1.934  0.08
H: -3.566 5.826 -1.497  0.09
H: -2.173 3.095 -1.623  0.11
H: -2.075 4.311 -2.896  0.12
H: 1.453 4.647 -0.209  0.07
H: 1.078 5.128 1.474  0.08
H: 0.729 6.256 0.131  0.08
C: 10.341 3.238 -0.456  -0.08
C: 11.194 4.157 -1.296  -0.23
O: 10.622 4.426 -2.612  -0.27
S: 9.479 5.517 -2.695  0.55
C: 9.505 5.742 -4.438  -0.12
O: 9.923 6.710 -2.036  -0.28
O: 8.218 4.957 -2.315  -0.28
H: 9.401 3.706 -0.168  0.08
H: 10.882 2.967 0.450  0.08
H: 10.111 2.320 -0.995  0.08
H: 11.382 5.116 -0.814  0.11
H: 12.155 3.704 -1.535  0.12
H: 10.470 6.151 -4.726  0.07
H: 8.705 6.442 -4.667  0.08
H: 9.320 4.782 -4.913  0.07
C: 5.872 -2.295 -4.961  -0.08
C: 7.162 -2.744 -5.601  -0.23
O: 8.138 -1.669 -5.728  -0.26
S: 8.745 -1.064 -4.403  0.56
C: 10.155 -0.291 -5.113  -0.12
O: 9.152 -2.134 -3.539  -0.27
O: 7.868 -0.060 -3.881  -0.27
H: 6.003 -2.051 -3.909  0.06
H: 5.136 -3.095 -5.038  0.09
H: 5.476 -1.408 -5.455  0.08
H: 7.627 -3.556 -5.040  0.11
H: 7.036 -3.069 -6.631  0.12
H: 10.810 -1.058 -5.516  0.08
H: 10.641 0.251 -4.304  0.08
H: 9.821 0.394 -5.887  0.08
C: 7.482 -1.034 -0.735  -0.09
C: 7.070 -1.434 0.659  -0.21
O: 8.207 -1.481 1.568  -0.26
S: 8.738 -0.101 2.121  0.56
C: 9.814 -0.744 3.352  -0.12
O: 7.653 0.611 2.730  -0.28
O: 9.505 0.572 1.115  -0.28
H: 7.830 -0.001 -0.769  0.05
H: 6.627 -1.124 -1.406  0.06
H: 8.281 -1.673 -1.107  0.08
H: 6.327 -0.761 1.088  0.12
H: 6.677 -2.447 0.696  0.13
H: 9.220 -1.267 4.096  0.08
H: 10.320 0.113 3.792  0.08
H: 10.529 -1.408 2.874  0.08
C: -10.222 -2.539 6.097  -0.07
C: -10.340 -3.440 4.889  -0.24
O: -9.849 -2.813 3.670  -0.26
S: -8.284 -2.744 3.467  0.56
C: -8.273 -2.360 1.756  -0.12
O: -7.723 -4.046 3.687  -0.28
O: -7.736 -1.639 4.198  -0.28
H: -9.184 -2.365 6.376  0.07
H: -10.740 -3.010 6.932  0.08
H: -10.688 -1.574 5.898  0.08
H: -9.808 -4.381 5.028  0.11
H: -11.382 -3.658 4.674  0.09
H: -8.696 -3.192 1.200  0.08
H: -7.231 -2.209 1.488  0.05
H: -8.845 -1.449 1.601  0.08
C: -16.489 -4.948 6.902  -0.07
C: -16.288 -4.618 5.442  -0.24
O: -16.137 -3.189 5.207  -0.26
S: -14.733 -2.544 5.549  0.56
C: -14.950 -1.031 4.685  -0.12
O: -13.703 -3.327 4.928  -0.28
O: -14.633 -2.288 6.953  -0.27
H: -15.594 -4.744 7.487  0.07
H: -16.731 -6.008 6.991  0.08
H: -17.311 -4.365 7.317  0.09
H: -15.420 -5.123 5.019  0.11
H: -17.160 -4.875 4.844  0.12
H: -15.042 -1.244 3.624  0.08
H: -14.061 -0.437 4.887  0.08
H: -15.836 -0.537 5.073  0.08

## Properties
Strongest force on any atom: 0.87 eV Å⁻¹
Structure (SMILES): NCCC[C@H]1OS(=O)(=O)O[C@@H]1F.CCOS(C)(=O)=O.CCOS(C)(=O)=O.CCOS(C)(=O)=O.CCOS(C)(=O)=O.CCOS(C)(=O)=O.CCOS(C)(=O)=O.CCOS(C)(=O)=O
Total energy: -6251.2757 Eh
Kohn-Sham gap: 9.4 eV


No. 3
ORCA calculation (ωB97M-V with the def2-TZVPD basis set) on a cluster of 9 separate species, C26H67INO14P in total at a distorted geometry.

Each line ends with the Löwdin charge.
Geometry (Å):
C: 5.948 -0.588 -0.264  -0.10
C: 4.698 -0.251 -1.072  -0.26
C: 3.676 0.387 -0.150  -0.23
C: 2.412 0.872 -0.865  -0.21
N: 1.875 -0.024 -1.865  0.07
C: 0.984 -1.103 -1.620  -0.35
C: -0.344 -0.920 -0.865  -0.13
C: -0.496 -0.063 0.378  -0.71
C: -1.961 -0.201 0.880  -0.15
I: 0.793 -0.436 2.042  1.02
O: 0.523 -1.371 -3.023  0.07
C: 1.518 -2.061 -3.651  -0.52
O: 1.572 -2.256 -4.847  0.16
O: 2.398 -2.534 -2.718  0.05
C: 1.611 -2.521 -1.519  -0.23
P: 2.259 -3.313 -0.031  0.44
O: 1.160 -3.600 0.882  -0.28
O: 3.489 -2.589 0.639  -0.11
O: 2.886 -4.681 -0.598  -0.09
H: 5.684 -1.248 0.561  0.07
H: 6.705 -1.075 -0.866  0.08
H: 6.357 0.312 0.167  0.06
H: 4.992 0.521 -1.768  0.09
H: 4.331 -1.111 -1.625  0.09
H: 3.455 -0.198 0.737  0.03
H: 4.136 1.300 0.216  0.11
H: 2.739 1.758 -1.400  0.11
H: 1.733 1.257 -0.108  0.06
H: 1.690 0.421 -2.742  0.14
H: -1.043 -0.534 -1.597  0.14
H: -0.692 -1.924 -0.636  0.12
H: -0.374 0.975 0.111  0.06
H: -1.943 -0.714 1.828  0.03
H: -2.405 0.773 0.995  0.05
H: -2.519 -0.774 0.157  0.04
H: 0.766 -3.162 -1.757  0.13
H: 4.124 -2.336 -0.047  0.05
H: 2.796 -4.733 -1.554  0.08
C: -5.203 1.707 3.490  -0.09
C: -3.767 2.149 3.700  -0.30
O: -3.084 2.316 2.456  -0.10
H: -5.233 0.769 2.933  0.07
H: -5.713 1.564 4.443  0.07
H: -5.757 2.450 2.910  0.07
H: -3.213 1.399 4.261  0.11
H: -3.733 3.088 4.261  0.11
H: -3.551 2.989 1.953  0.08
C: -1.889 -5.650 -1.227  -0.07
C: -2.527 -5.179 0.065  -0.31
O: -1.631 -5.344 1.160  -0.09
H: -1.599 -6.697 -1.139  0.06
H: -2.572 -5.543 -2.071  0.08
H: -0.981 -5.077 -1.441  0.06
H: -3.419 -5.763 0.286  0.11
H: -2.818 -4.124 -0.012  0.10
H: -0.843 -4.821 0.972  0.05
C: -5.915 0.649 -0.772  -0.09
C: -5.323 -0.212 -1.874  -0.31
O: -4.316 -1.086 -1.368  -0.10
H: -5.133 1.236 -0.288  0.07
H: -6.672 1.328 -1.168  0.07
H: -6.379 0.027 -0.003  0.07
H: -4.845 0.409 -2.629  0.11
H: -6.106 -0.802 -2.361  0.11
H: -4.725 -1.651 -0.706  0.08
C: 0.566 -0.317 6.512  -0.10
C: -0.036 1.068 6.364  -0.32
O: -1.411 1.094 6.749  -0.09
H: 0.010 -1.035 5.909  0.07
H: 1.610 -0.327 6.197  0.07
H: 0.515 -0.655 7.550  0.07
H: 0.000 1.390 5.324  0.10
H: 0.520 1.795 6.967  0.11
H: -1.462 0.823 7.668  0.07
C: 6.815 3.863 -3.135  -0.08
C: 5.704 3.453 -2.186  -0.31
O: 6.150 2.477 -1.242  -0.10
H: 7.196 2.994 -3.671  0.08
H: 6.459 4.595 -3.861  0.08
H: 7.652 4.300 -2.584  0.07
H: 4.878 3.004 -2.733  0.11
H: 5.317 4.320 -1.646  0.10
H: 6.871 2.857 -0.733  0.09
C: 0.624 5.786 -2.569  -0.09
C: 1.336 4.543 -2.073  -0.32
O: 2.741 4.757 -1.908  -0.10
H: 1.051 6.111 -3.519  0.08
H: -0.438 5.604 -2.702  0.05
H: 0.743 6.608 -1.859  0.07
H: 1.230 3.730 -2.790  0.11
H: 0.910 4.215 -1.118  0.11
H: 2.854 5.464 -1.267  0.08
C: 0.197 -9.198 2.028  -0.09
C: -0.439 -8.895 0.684  -0.33
O: -1.823 -8.592 0.812  -0.09
H: -0.311 -10.036 2.507  0.07
H: 1.254 -9.444 1.917  0.07
H: 0.111 -8.337 2.695  0.07
H: -0.369 -9.760 0.025  0.11
H: 0.074 -8.053 0.206  0.10
H: -1.896 -7.816 1.380  0.06
C: -4.372 7.812 -2.387  -0.09
C: -3.624 6.591 -1.884  -0.32
O: -2.231 6.855 -1.718  -0.10
H: -3.955 8.147 -3.336  0.08
H: -5.432 7.594 -2.527  0.07
H: -4.281 8.639 -1.679  0.07
H: -3.701 5.774 -2.599  0.11
H: -4.045 6.252 -0.931  0.11
H: -2.143 7.567 -1.079  0.08

## Properties
Strongest force on any atom: 2.36 eV Å⁻¹
Structure (SMILES): CCCCN[C@@]1(C[C@@H](C)I)OC(=O)O[C@H]1P(=O)(O)O.CCO.CCO.CCO.CCO.CCO.CCO.CCO.CCO
Total energy: -2777.9977 Eh
Kohn-Sham gap: 9.1 eV


No. 4
ORCA calculation (ωB97M-V with the def2-TZVPD basis set) on a cluster of 6 separate species, C26H67N6O11 in total at a distorted geometry.

Each line ends with the Löwdin charge.
Geometry (Å):
N: -1.097 1.030 0.642  -0.67
O: -1.507 -0.054 0.249  -0.03
O: -1.695 1.558 1.581  -0.02
O: -0.128 1.547 0.147  -0.06
C: -0.281 -1.587 3.015  -0.08
O: -0.948 -2.307 1.990  -0.21
C: -1.388 -3.593 2.345  -0.23
C: -2.318 -4.148 1.248  -0.18
N: -3.749 -3.973 1.568  -0.03
C: -4.695 -4.482 0.535  -0.20
C: -4.790 -3.708 -0.741  -0.22
O: -5.356 -2.443 -0.472  -0.19
C: -6.725 -2.364 -0.286  -0.13
H: 0.633 -2.098 3.318  0.06
H: -0.930 -1.472 3.883  0.09
H: 0.003 -0.666 2.506  0.09
H: -1.829 -3.523 3.339  0.11
H: -0.530 -4.250 2.489  0.11
H: -2.047 -5.201 1.327  0.11
H: -1.932 -3.652 0.358  0.10
H: -3.881 -4.410 2.469  0.10
H: -5.694 -4.495 0.970  0.10
H: -4.414 -5.497 0.251  0.11
H: -5.304 -4.116 -1.611  0.12
H: -3.817 -3.601 -1.220  0.09
H: -6.891 -1.374 0.138  0.10
H: -7.074 -3.091 0.446  0.07
H: -7.176 -2.530 -1.265  0.08
C: 4.762 3.949 1.157  -0.09
O: 3.325 3.820 1.305  -0.23
C: 2.668 3.734 0.006  -0.17
C: 3.210 2.745 -1.118  -0.18
N: 2.690 1.346 -1.074  -0.03
C: 3.451 0.594 -0.017  -0.21
C: 3.136 -0.872 0.036  -0.24
O: 4.030 -1.579 0.890  -0.17
C: 3.346 -2.498 1.709  -0.12
H: 5.288 3.026 0.916  0.08
H: 5.103 4.454 2.061  0.08
H: 4.900 4.740 0.420  0.08
H: 2.491 4.704 -0.459  0.11
H: 1.665 3.413 0.287  0.09
H: 4.298 2.706 -1.173  0.10
H: 2.851 3.085 -2.089  0.10
H: 1.776 1.490 -0.668  0.04
H: 3.268 0.993 0.981  0.12
H: 4.524 0.753 -0.128  0.11
H: 3.166 -1.334 -0.951  0.12
H: 2.128 -0.711 0.417  0.11
H: 3.992 -3.036 2.403  0.08
H: 2.905 -3.300 1.117  0.08
H: 2.574 -1.980 2.278  0.07
C: -3.230 4.674 1.596  -0.14
O: -1.968 4.714 2.196  -0.18
C: -0.877 5.020 1.293  -0.20
C: 0.286 5.475 2.135  -0.24
N: 0.834 4.459 2.991  -0.01
C: 1.606 5.125 4.021  -0.22
C: 0.799 5.907 5.112  -0.16
O: -0.086 4.906 5.750  -0.18
C: -0.751 5.483 6.860  -0.15
H: -3.491 5.668 1.232  0.07
H: -3.934 4.456 2.399  0.09
H: -3.268 3.915 0.815  0.09
H: -1.130 5.725 0.501  0.12
H: -0.486 4.141 0.781  0.09
H: -0.035 6.433 2.544  0.11
H: 1.084 5.717 1.433  0.10
H: 1.459 3.887 2.440  0.08
H: 2.413 5.797 3.728  0.10
H: 2.087 4.266 4.488  0.12
H: 0.166 6.696 4.705  0.10
H: 1.475 6.349 5.843  0.11
H: -1.461 4.849 7.392  0.08
H: -1.346 6.358 6.600  0.08
H: -0.044 5.713 7.657  0.07
C: -1.093 -3.790 -2.390  -0.06
C: 0.191 -3.956 -1.545  -0.39
C: 1.303 -4.683 -2.419  -0.16
O: 1.059 -6.106 -2.441  -0.22
C: 1.980 -6.826 -3.252  -0.12
N: 0.662 -2.690 -1.034  0.06
H: -1.466 -4.740 -2.773  0.07
H: -0.936 -3.090 -3.210  0.06
H: -1.894 -3.334 -1.807  0.04
H: -0.120 -4.581 -0.708  0.12
H: 2.247 -4.629 -1.877  0.11
H: 1.484 -4.287 -3.418  0.11
H: 1.625 -7.847 -3.113  0.09
H: 3.017 -6.630 -2.980  0.08
H: 1.875 -6.484 -4.281  0.08
H: 0.567 -1.956 -1.722  0.00
H: 0.004 -2.355 -0.344  0.05
C: -0.240 1.458 -4.006  -0.05
C: -0.149 -0.066 -3.923  -0.40
C: 0.590 -0.732 -5.066  -0.21
O: -0.160 -0.609 -6.257  -0.18
C: 0.246 -1.431 -7.326  -0.13
N: 0.447 -0.467 -2.631  0.05
H: -0.484 1.819 -5.005  0.07
H: 0.654 1.976 -3.660  0.07
H: -1.021 1.904 -3.392  0.08
H: -1.148 -0.501 -3.926  0.14
H: 0.781 -1.721 -4.651  0.11
H: 1.522 -0.219 -5.304  0.13
H: 1.259 -1.262 -7.690  0.08
H: -0.364 -1.188 -8.197  0.08
H: 0.057 -2.491 -7.156  0.08
H: 1.384 -0.092 -2.604  0.06
H: 0.031 0.129 -1.930  0.06

## Properties
Charge: -1
Strongest force on any atom: 4.17 eV Å⁻¹
Total energy: -2186.6645 Eh
Kohn-Sham gap: 7.4 eV
ΔE to the lowest compared entry with this formula, charge and spin: 1.3990 eV